Entry from the OMol25 dataset: the molecule C2H2BrN3O2 at a distorted geometry (wB97M-V/def2-TZVPD).

Each line ends with the Löwdin charge.
Element x y z (Å)
C: -0.4964 -0.3347 -0.1066  -0.548
O: 1.5022 2.4630 0.1068  0.121
H: -0.9159 1.3819 -0.9819  0.180
H: 0.5773 -1.8525 0.8680  0.165
N: -0.2538 1.0204 -0.3049  0.202
O: -1.5435 -0.8384 -0.3898  0.102
C: 0.9922 1.3939 0.1062  -0.489
Br: 3.2679 -0.3131 -0.1951  0.673
N: 1.6559 0.0597 0.7245  -0.425
N: 0.6094 -0.8916 0.5149  0.020

Results
**Orbital gap**: 0.343 Ha
**SMILES string**: O=c1[nH]c(=O)n(Br)[nH]1
**Energy above the lowest of the compared OMol25 structures with the same formula, charge and spin**: 0.000 eV
**E**: -2966.15058 Ha
**LUMO energy**: -0.38 eV
**Net charge**: 0